(1)
80
Properties=species:S:1:pos:R:3:forces:R:3 method="wB97M-V/def2-TZVPD" spin_multiplicity=3 orbital_gap_ha="0.1512 / 0.2403" homo_ev="-1.5 / -3.9" max_force_ev_per_a=5.5 e_tot_ev=-64639.4929 charge=-1
C -2.09267 -0.89541 -0.20065 -0.094 -0.874 0.036
C -1.27031 -1.59548 -1.12612 -0.274 -0.637 0.978
C -0.11669 -2.05563 -0.42835 -0.887 -0.288 0.593
H -1.54442 -1.87095 -2.14244 0.194 0.381 0.199
C -0.23717 -1.63473 0.94221 -0.551 -0.270 -0.395
C -1.46481 -0.93490 1.07485 0.235 -0.715 -0.313
H 0.40466 -1.94899 1.75789 -0.012 0.255 -0.159
C 0.21809 1.94220 -2.22854 0.863 -0.567 -1.217
C -0.28269 0.77615 -2.89384 1.122 0.628 0.153
C 0.71323 -0.24602 -2.80464 1.141 1.077 0.009
H -1.19486 0.71005 -3.47973 0.124 -0.054 0.369
C 1.84806 0.30598 -2.11715 -0.580 0.355 -0.820
C 1.53117 1.65549 -1.73512 0.063 -0.196 -0.775
H 0.64328 -2.73124 -0.80361 -0.145 0.233 -0.084
H -1.87964 -0.59758 2.02008 0.133 0.262 -0.325
H -3.09189 -0.50396 -0.41767 0.615 0.099 0.094
H 2.23974 2.35466 -1.30012 -0.336 -0.126 0.063
H 0.69505 -1.22926 -3.27724 -0.208 0.295 0.401
H -0.25349 2.91696 -2.20111 -0.024 -0.358 0.289
Ti 0.07828 0.31147 -0.54110 -1.538 -2.308 -2.401
C 3.07925 -0.44128 -1.63207 -0.932 -0.330 0.425
C 4.32350 0.46906 -1.64634 -0.050 -0.047 -0.237
C 3.33126 -1.74568 -2.39531 0.223 -0.183 -0.337
H 4.40554 0.99623 -2.60917 -0.214 -0.130 0.221
H 5.25639 -0.09538 -1.54697 -0.132 -0.135 0.232
H 4.28766 1.22154 -0.85612 -0.059 -0.042 -0.045
H 3.45975 -1.61489 -3.47667 0.035 0.155 0.121
H 2.51374 -2.46739 -2.24008 0.191 0.313 -0.125
H 4.24580 -2.20787 -1.99238 -0.187 0.038 -0.134
C 2.58962 -0.92788 -0.22772 0.622 0.241 1.376
C 3.35542 -0.51330 1.00053 -3.106 1.971 -1.013
H 2.41153 -2.00940 -0.22104 0.335 0.499 -0.071
H 1.60010 -0.41398 0.08933 1.882 -0.810 -0.307
O 2.99855 0.59829 1.46226 2.743 -2.314 0.164
N 4.12441 -1.55037 1.54654 1.220 -0.215 1.116
C 3.33048 -2.52273 2.34256 -0.211 0.197 0.105
H 4.93335 -1.19619 2.05812 -0.539 -0.083 0.236
C 2.68982 -3.67694 1.58104 0.132 -0.731 -0.337
C 1.58452 -4.31642 2.16452 0.063 0.127 -0.267
H 1.26237 -3.98079 3.15180 -0.124 -0.013 -0.281
C 0.90066 -5.34843 1.51701 0.444 0.023 -0.025
H 0.03481 -5.80528 2.00216 0.254 0.163 -0.233
C 1.35980 -5.81164 0.27777 0.176 0.090 0.159
H 0.85273 -6.64522 -0.21850 0.150 0.388 0.128
C 2.51393 -5.25034 -0.28329 0.247 0.195 0.457
H 2.93154 -5.66703 -1.21063 -0.255 0.299 0.410
C 3.18814 -4.19529 0.37187 -0.247 -0.433 0.015
H 4.12438 -3.81242 -0.05379 -0.548 0.062 0.175
H 2.52836 -1.98816 2.87358 0.030 -0.062 -0.142
H 3.94087 -2.93883 3.15406 0.244 0.125 -0.353
C -0.47643 3.29431 3.31214 0.086 -0.084 -0.038
C -1.44919 2.21241 2.82976 0.180 -0.035 -0.236
C -2.28927 1.65608 3.98677 0.086 -0.049 -0.083
C -2.33055 2.73400 1.70014 -0.040 0.255 0.811
C -3.29772 3.69070 2.00797 -0.140 -0.141 -0.215
C -4.16414 4.16713 1.02059 -0.217 0.300 0.027
C -4.07989 3.63830 -0.26523 -0.012 -0.224 0.300
C -3.13335 2.66241 -0.57324 -0.523 0.223 -0.648
C -3.21346 2.05172 -1.96542 0.332 0.021 -0.017
C -4.57740 1.41019 -2.24711 0.081 -0.111 0.080
C -2.94664 3.09905 -3.05689 0.139 -0.136 -0.065
C -2.15569 2.29659 0.37238 1.467 -0.636 -0.395
O -1.06303 1.60770 0.03172 -3.474 3.731 2.145
H -1.02020 4.14977 3.73250 0.095 -0.070 -0.069
H 0.14657 3.64103 2.47758 -0.156 -0.034 0.186
H 0.18901 2.89083 4.08421 -0.049 0.084 -0.035
H -0.84262 1.38312 2.44778 -0.125 0.214 -0.144
H -2.85194 2.45303 4.48691 0.029 -0.161 -0.004
H -2.99816 0.90337 3.61874 0.070 0.180 0.088
H -1.63667 1.17080 4.72341 -0.100 0.121 -0.023
H -3.36087 4.06429 3.04230 -0.077 -0.159 -0.559
H -4.92100 4.92167 1.24956 0.269 -0.169 -0.006
H -4.76176 3.95238 -1.06982 0.188 -0.042 0.572
H -2.45825 1.26125 -2.02961 -0.170 0.296 0.123
H -5.36361 2.17392 -2.27695 0.021 -0.184 0.020
H -4.55139 0.90139 -3.21886 -0.060 0.094 0.077
H -4.83390 0.66420 -1.48797 -0.027 0.138 -0.047
H -2.01259 3.64018 -2.88111 -0.217 -0.029 -0.027
H -2.87597 2.61564 -4.03961 -0.036 0.095 0.073
H -3.77113 3.82173 -3.09329 0.152 -0.034 -0.020



(2)
23
Properties=species:S:1:pos:R:3:forces:R:3 method="wB97M-V/def2-TZVPD" orbital_gap_ha=0.3367 homo_ev=-8.6 max_force_ev_per_a=6.0 e_tot_ev=-13068.7796
C -3.82285 -0.33549 1.04435 -2.129 -3.123 -0.067
C -2.33861 -0.33410 0.55702 0.876 0.245 1.923
C -1.66931 -1.57837 0.74301 -2.854 -4.385 -1.257
C -0.36836 -1.95002 0.55170 3.836 1.616 2.568
C 0.52464 -0.79971 0.23518 0.174 -3.245 -1.973
C 2.00085 -1.19168 -0.24100 -4.069 -1.482 2.873
C 2.54020 -0.17617 -0.86455 3.444 1.948 -4.447
C 1.92961 1.18933 -0.91811 1.592 -0.505 0.558
C 2.99979 2.37186 -0.97379 1.049 1.414 -1.315
C -0.14924 0.37928 -0.20727 3.199 0.243 0.621
C -1.46567 0.67981 0.21178 -0.948 1.836 -1.326
H -4.52803 0.62621 1.38915 2.586 -2.568 -0.964
H -3.91117 -1.40068 1.92876 0.155 3.888 -2.503
H -4.35669 -0.88425 0.10355 0.722 1.555 2.189
H -2.36950 -2.53894 0.71288 1.086 2.081 0.986
H 0.23984 -2.93210 1.09072 -2.419 2.558 -2.153
H 2.31930 -2.30220 0.06157 -0.461 2.801 -1.302
H 3.45202 -0.20571 -1.77045 -2.114 -0.285 3.404
H 3.53189 2.66403 0.03844 -1.768 -0.906 -1.645
H 2.29590 3.28041 -1.33722 2.298 -1.722 0.669
H 4.20454 2.21575 -1.67015 -4.344 0.235 1.596
H -1.72624 1.78787 0.08795 0.034 -1.804 0.185
N 0.66707 1.43489 -0.77351 0.056 -0.397 1.382



Energy above the lowest of the compared OMol25 structures with the same formula, charge and spin list, top to bottom, in kcal per mole: 60.9 163.7